Record 1
Formula: C4H37NO15
Source: the Open Molecules 2025 dataset
Level of theory: ωB97M-V/def2-TZVPD

Properties
ΔE to the lowest compared entry with this formula, charge and spin	862.4	kJ/mol

Geometry as ORCA input:
```
! RIJCOSX wB97M-V def2-TZVPD def2/J DEFGRID3
* xyz 0 1
N 0.198 1.703 -1.491
C -0.714 0.606 -1.036
C -0.530 0.172 0.206
C -2.370 -1.010 -2.070
C -1.751 0.159 -1.923
H 0.312 2.003 -2.366
H 0.783 2.051 -0.812
H -1.280 -0.406 0.685
H 0.117 0.443 0.914
H -3.198 -1.253 -2.683
H -1.971 -2.014 -1.673
H -2.150 1.003 -2.468
H 0.632 3.524 2.811
H -0.338 2.173 2.954
O 0.462 2.583 2.603
H -0.288 -3.722 -0.543
H -0.502 -5.095 -0.035
O -0.751 -4.217 0.136
H -3.398 4.147 -0.596
H -2.470 4.464 0.482
O -3.081 4.867 -0.107
H -3.795 0.616 3.409
H -2.718 -0.609 3.155
O -3.137 0.129 2.884
H 2.049 -4.081 -1.691
H 1.053 -5.037 -2.143
O 1.260 -4.108 -2.281
H 3.533 1.922 -0.147
H 4.746 0.965 -0.093
O 4.419 1.808 0.062
H -5.405 -1.262 0.875
H -4.327 -0.272 0.910
O -4.826 -0.803 0.217
H -1.700 1.987 1.167
H -2.651 1.835 2.294
O -2.486 2.311 1.543
H -1.457 -2.407 2.593
H -0.112 -1.684 2.740
O -0.794 -2.073 3.227
H -0.385 3.640 -0.309
H -1.442 4.274 -1.200
O -0.484 3.991 -1.157
H 2.712 -1.076 1.630
H 2.582 -2.533 1.808
O 3.065 -1.957 1.320
H 2.776 -2.323 -2.366
H 1.987 -2.712 -3.519
O 2.979 -2.673 -3.266
H 3.732 0.551 -2.818
H 3.119 -0.327 -1.648
O 3.498 0.458 -1.924
H 0.563 -1.265 -1.082
H 1.774 -1.796 -0.407
O 1.431 -1.884 -1.177
H 3.235 0.873 1.792
H 1.970 1.179 2.660
O 2.533 0.412 2.303
*
```

These are the Löwdin partial charges, in e, on atoms 1 to 6: 0.13, -0.34, 0.00, 0.05, -0.13, 0.04


Record 2
Formula: C24H36BrF24N3O9P3
Source: the Open Molecules 2025 dataset
Level of theory: ωB97M-V/def2-TZVPD

Properties
ΔE to the lowest compared entry with this formula, charge and spin	892.7	kJ/mol

Geometry as ORCA input:
```
! RIJCOSX wB97M-V def2-TZVPD def2/J DEFGRID3
* xyz 1 1
C -5.822 2.029 -3.281
C -4.671 0.877 -3.022
C -3.182 1.524 -2.619
Br -1.848 0.075 -2.939
C -3.291 2.071 -1.082
C -3.574 0.931 0.059
N -2.406 0.044 0.406
C -1.129 0.799 0.681
C -0.878 1.070 2.312
C -2.023 2.019 2.999
N -1.562 2.336 4.436
P 0.305 -0.426 0.184
P 0.047 -2.362 1.154
O 0.631 -3.465 0.146
O -1.606 -2.794 1.498
O 1.081 -2.368 2.566
C -0.885 2.138 -0.227
N -2.129 2.909 -0.600
P -1.634 4.226 -1.698
O -0.634 5.258 -0.966
O -0.711 3.596 -3.077
O -3.001 5.114 -2.396
H -6.561 2.107 -2.376
H -6.365 1.741 -4.304
H -5.280 3.071 -3.457
H -5.001 0.010 -2.309
H -4.487 0.367 -4.086
H -2.989 2.357 -3.432
H -4.241 2.795 -1.059
H -3.936 1.519 1.032
H -4.485 0.204 -0.200
H -2.682 -0.423 1.321
H -0.889 -0.023 2.793
H 0.202 1.539 2.460
H -3.015 1.402 3.068
H -2.176 3.030 2.429
H -1.494 3.389 4.566
H -2.367 2.052 5.071
H 1.536 0.171 0.670
H -1.576 -3.752 1.793
H 1.973 -1.998 2.248
H -0.207 2.882 0.416
H -0.214 1.859 -1.168
H -2.461 3.383 0.294
H -0.847 4.196 -3.873
H -2.897 5.139 -3.405
C -0.423 -3.318 -6.025
C -1.664 -2.498 -6.410
C -2.697 -2.330 -5.300
F -3.182 -3.510 -4.856
F -3.770 -1.623 -5.747
F -2.217 -3.029 -7.532
F -1.226 -1.250 -6.771
O -0.439 -4.703 -6.384
C -1.137 -5.560 -5.481
C -2.407 -6.166 -6.093
F -3.256 -5.214 -6.549
F -3.096 -6.892 -5.170
F -1.371 -4.889 -4.328
F -0.263 -6.553 -5.161
H 0.414 -2.902 -6.600
H -0.132 -3.171 -4.978
H -2.277 -1.787 -4.449
H -2.160 -6.826 -6.930
C 1.428 -1.003 5.412
C 2.847 -1.039 6.002
C 3.061 -2.070 7.106
F 2.246 -1.876 8.166
F 4.332 -1.999 7.587
F 3.190 0.211 6.412
F 3.704 -1.337 4.974
O 0.541 -0.017 5.948
C -0.106 -0.378 7.168
C 0.346 0.477 8.360
F 1.689 0.431 8.538
F -0.215 0.036 9.519
F 0.053 -1.706 7.376
F -1.437 -0.193 6.951
H 1.539 -0.719 4.358
H 0.964 -1.996 5.378
H 2.907 -3.085 6.732
H 0.060 1.524 8.220
C 6.397 2.691 -0.912
C 7.045 1.519 -1.666
C 6.101 0.728 -2.565
F 5.070 0.179 -1.886
F 6.757 -0.306 -3.158
F 7.678 0.712 -0.773
F 8.036 2.045 -2.454
O 5.983 2.432 0.433
C 4.712 1.798 0.569
C 4.811 0.372 1.128
F 5.621 -0.413 0.377
F 3.591 -0.232 1.146
F 4.058 1.860 -0.616
F 3.998 2.578 1.427
H 7.172 3.460 -0.811
H 5.606 3.178 -1.496
H 5.693 1.357 -3.360
H 5.202 0.380 2.150
*
```

These are the Löwdin partial charges, in e, on atoms 1 to 6: -0.12, -0.26, -0.59, 0.80, -0.26, -0.14


Record 3
Formula: C6H12Cl2N3
Source: the Open Molecules 2025 dataset
Level of theory: ωB97M-V/def2-TZVPD

Properties
ΔE to the lowest compared entry with this formula, charge and spin	111.6	kJ/mol

Geometry as ORCA input:
```
! RIJCOSX wB97M-V def2-TZVPD def2/J DEFGRID3
* xyz 1 1
H 1.478 -2.608 0.342
N 0.706 -1.914 0.043
C -0.115 -1.666 1.012
C -0.056 -1.992 2.489
N -1.266 -0.972 0.680
C -1.505 -0.718 -0.651
Cl -3.157 -0.283 -1.065
N -0.694 0.554 -1.073
C 0.493 0.397 -1.986
C -0.901 1.731 -0.573
C -0.036 2.955 -0.896
Cl -2.076 1.987 0.575
H 0.206 -3.106 2.619
H -0.945 -1.667 2.974
H 0.826 -1.461 2.886
H -1.856 -0.592 1.505
H -1.104 -1.594 -1.212
H 0.172 0.549 -3.094
H 1.286 1.124 -1.694
H 0.766 -0.590 -1.832
H 0.549 3.194 0.059
H -0.647 3.792 -1.008
H 0.756 2.773 -1.637
*
```

These are the Löwdin partial charges, in e, on atoms 1 to 6: 0.12, 0.11, -0.46, 0.00, -0.02, -0.68


Record 4
Formula: C28H29AsN2O4PPtS
Source: the Open Molecules 2025 dataset
Level of theory: ωB97M-V/def2-TZVPD

Properties
ΔE to the lowest compared entry with this formula, charge and spin	54.6	kJ/mol

Geometry as ORCA input:
```
! RIJCOSX wB97M-V def2-TZVPD def2/J DEFGRID3
* xyz 3 1
Pt 0.217 0.349 0.327
N 2.079 1.246 -0.929
C 2.016 2.668 -1.142
C 3.129 3.447 -1.388
C 2.950 4.787 -1.719
C 1.680 5.347 -1.826
C 0.561 4.584 -1.550
C 0.740 3.248 -1.164
P -0.600 2.355 -0.462
C -2.132 2.458 -1.273
C -3.291 2.882 -0.599
C -4.456 3.052 -1.321
C -4.468 2.793 -2.690
C -3.320 2.370 -3.356
C -2.143 2.205 -2.656
C -0.625 2.245 1.303
C 0.317 2.971 2.100
C 0.194 2.959 3.458
C -0.846 2.226 4.064
C -1.772 1.510 3.318
C -1.686 1.520 1.939
H 1.990 0.766 -1.822
H 2.964 0.953 -0.522
H 4.122 3.014 -1.375
H 3.818 5.398 -1.930
H 1.570 6.385 -2.110
H -0.430 5.018 -1.598
H -3.274 3.112 0.458
H -5.353 3.397 -0.826
H -5.385 2.935 -3.248
H -3.349 2.179 -4.420
H -1.243 1.889 -3.171
H 1.100 3.541 1.613
H 0.884 3.520 4.074
H -0.933 2.242 5.143
H -2.568 0.965 3.807
H -2.433 1.014 1.340
O -1.084 -0.689 -1.095
C -0.325 -1.693 -0.985
O 0.742 -1.491 -0.253
C -0.566 -3.008 -1.544
C -1.661 -3.257 -2.377
C -1.882 -4.540 -2.847
C -1.033 -5.579 -2.477
C 0.028 -5.305 -1.632
C 0.290 -4.039 -1.168
N 0.912 -6.399 -1.166
O 0.782 -7.474 -1.687
O 1.665 -6.129 -0.245
H -2.329 -2.450 -2.650
H -2.723 -4.742 -3.496
H -1.190 -6.592 -2.825
H 1.138 -3.886 -0.518
C 3.187 -2.698 1.311
As 1.808 -2.165 2.533
C 0.252 -3.279 2.365
C 2.492 -2.287 4.318
S 1.376 -0.018 2.369
H 3.281 -3.785 1.345
H 4.120 -2.236 1.627
H 2.928 -2.380 0.305
H 0.567 -4.256 1.998
H -0.452 -2.829 1.672
H -0.205 -3.382 3.348
H 2.746 -3.332 4.502
H 1.730 -1.961 5.022
H 3.384 -1.671 4.404
*
```

These are the Löwdin partial charges, in e, on atoms 1 to 6: 1.01, 0.04, -0.30, 0.02, 0.01, -0.02


Record 5
Formula: C6H10O
Source: the Open Molecules 2025 dataset
Level of theory: ωB97M-V/def2-TZVPD

Properties
ΔE to the lowest compared entry with this formula, charge and spin	101.1	kJ/mol

Geometry as ORCA input:
```
! RIJCOSX wB97M-V def2-TZVPD def2/J DEFGRID3
* xyz 0 1
C 2.231 0.026 -0.196
C 0.801 -0.093 0.199
C 0.138 -1.177 0.598
C -1.359 -0.951 0.495
C -1.285 0.070 -0.764
C -0.206 0.982 -0.161
O -0.716 1.641 1.004
H 2.813 0.593 0.535
H 2.297 0.558 -1.155
H 2.676 -0.965 -0.329
H 0.600 -2.149 0.751
H -1.726 -0.398 1.367
H -1.899 -1.910 0.478
H -0.867 -0.534 -1.574
H -2.077 0.674 -1.248
H 0.218 1.753 -0.820
H -1.636 1.880 0.821
*
```

These are the Löwdin partial charges, in e, on atoms 1 to 6: -0.05, -0.27, -0.06, -0.13, -0.10, -0.35


Record 6
Formula: C3H4N4O
Source: the Open Molecules 2025 dataset
Level of theory: ωB97M-V/def2-TZVPD

Properties
ΔE to the lowest compared entry with this formula, charge and spin	682.1	kJ/mol

Geometry as ORCA input:
```
! RIJCOSX wB97M-V def2-TZVPD def2/J DEFGRID3
* xyz 0 1
C -0.388 -0.079 0.579
C 1.964 -0.039 -0.644
C -1.219 0.454 1.773
H -1.547 0.100 -2.322
H 1.221 -0.066 1.454
H 2.974 0.327 -0.404
H 0.799 -0.509 -1.995
N -1.184 0.088 -0.553
N 0.945 -0.325 0.548
N 1.826 -0.325 -1.901
N -1.577 1.011 2.717
O -0.708 -0.627 -1.581
*
```

These are the Löwdin partial charges, in e, on atoms 1 to 6: -0.30, -0.15, -0.13, 0.34, 0.09, 0.10


Record 7
Formula: C33H99N5O18
Source: the Open Molecules 2025 dataset
Level of theory: ωB97M-V/def2-TZVPD

Properties
energy	-2944.397484	a.u.

Geometry as ORCA input:
```
! RIJCOSX wB97M-V def2-TZVPD def2/J DEFGRID3
* xyz 0 1
C 0.296 -0.717 -4.031
O 0.655 -2.070 -4.256
H 0.825 -0.083 -4.743
H -0.762 -0.462 -4.086
H 0.605 -0.451 -3.020
H 0.566 -2.309 -5.181
C 0.135 -5.707 1.375
O 1.005 -5.546 2.522
H -0.842 -6.017 1.746
H -0.034 -4.693 1.013
H 0.664 -6.293 0.623
H 0.529 -5.114 3.235
C 5.576 4.247 -0.410
O 5.079 2.853 -0.547
H 5.515 4.813 -1.340
H 4.968 4.706 0.369
H 6.593 4.371 -0.038
H 4.146 2.707 -0.374
C -5.297 3.283 -0.593
O -3.921 3.294 -0.271
H -5.509 2.255 -0.885
H -5.856 3.613 0.283
H -5.595 3.917 -1.429
H -3.480 2.885 -1.020
C -2.802 3.105 2.713
O -3.865 2.394 2.262
H -2.277 3.199 1.763
H -3.009 4.033 3.246
H -2.241 2.531 3.451
H -3.989 2.705 1.362
C -2.645 4.272 -3.461
C -3.272 2.893 -3.718
C -3.023 2.278 -5.046
O -3.587 3.028 -6.106
C -4.807 2.549 -6.679
N -2.706 2.071 -2.659
H -2.912 4.951 -4.271
H -1.559 4.187 -3.458
H -2.965 4.748 -2.535
H -4.340 3.112 -3.711
H -3.340 1.236 -5.088
H -1.960 2.210 -5.277
H -5.458 2.461 -5.810
H -4.718 1.619 -7.240
H -5.180 3.240 -7.435
H -1.769 1.902 -2.997
H -3.162 1.174 -2.744
C 2.106 0.236 1.057
C 0.766 -0.667 1.004
C -0.556 -0.095 0.385
O -1.854 -0.780 0.674
C -2.970 -0.266 0.014
N 1.243 -1.888 0.348
H 1.849 1.086 1.689
H 2.298 0.699 0.090
H 3.014 -0.255 1.409
H 0.581 -0.984 2.031
H -0.447 0.010 -0.694
H -0.696 0.888 0.836
H -3.019 -0.597 -1.023
H -3.059 0.817 -0.072
H -3.871 -0.609 0.523
H 0.451 -2.484 0.545
H 1.907 -2.363 0.942
C 2.900 2.773 -3.342
C 1.499 2.669 -2.805
C 1.242 3.596 -1.657
O 1.623 3.037 -0.364
C 1.326 4.029 0.659
N 0.522 2.884 -3.938
H 3.095 3.764 -3.751
H 3.054 2.175 -4.240
H 3.675 2.386 -2.680
H 1.396 1.628 -2.497
H 0.178 3.694 -1.445
H 1.625 4.542 -2.043
H 0.335 4.457 0.510
H 2.048 4.845 0.694
H 1.512 3.621 1.652
H 0.660 3.776 -4.391
H 0.625 2.258 -4.723
C -0.891 -0.720 4.459
C -2.161 -1.505 4.467
C -3.428 -0.534 4.609
O -4.585 -1.356 4.903
C -5.792 -0.534 5.118
N -2.231 -2.202 3.223
H -0.764 -0.059 3.603
H -0.012 -1.360 4.539
H -0.858 -0.063 5.328
H -2.163 -2.153 5.344
H -3.465 0.151 3.762
H -3.291 -0.023 5.562
H -6.482 -1.282 5.509
H -6.063 -0.002 4.206
H -5.594 0.163 5.933
H -2.993 -2.857 3.324
H -2.595 -1.574 2.521
C 4.039 -1.575 -1.677
C 3.921 -3.120 -1.582
C 4.461 -3.876 -0.352
O 5.901 -3.801 -0.174
C 6.296 -2.853 0.912
N 2.534 -3.546 -1.745
H 3.544 -1.174 -0.792
H 3.579 -1.019 -2.494
H 5.019 -1.163 -1.436
H 4.324 -3.593 -2.478
H 4.300 -4.942 -0.516
H 3.875 -3.680 0.546
H 5.793 -3.095 1.848
H 5.818 -2.007 0.418
H 7.329 -2.572 1.120
H 2.165 -3.328 -2.659
H 1.923 -3.239 -1.002
C -5.891 -1.930 -2.278
C -5.658 -0.428 -2.484
O -4.351 -0.354 -3.085
O -6.355 -2.643 -3.398
H -6.712 -2.140 -1.593
H -5.027 -2.405 -1.814
H -5.452 0.065 -1.534
H -6.435 -0.018 -3.129
H -4.410 -0.931 -3.851
H -5.608 -3.127 -3.757
C 4.582 1.482 4.260
C 5.686 2.510 4.728
O 6.822 1.745 5.001
O 4.863 0.891 2.976
H 3.700 2.117 4.167
H 4.466 0.894 5.171
H 5.328 3.122 5.555
H 5.800 3.261 3.946
H 7.566 2.351 5.019
H 5.345 0.099 3.224
C 4.778 -2.384 4.555
C 3.509 -2.345 3.574
O 2.525 -1.406 3.919
O 5.701 -1.379 4.282
H 5.207 -3.384 4.491
H 4.409 -2.239 5.570
H 2.969 -3.264 3.803
H 3.864 -2.243 2.548
H 2.992 -0.571 3.849
H 6.418 -1.346 4.920
C -1.368 -4.356 -2.079
C -1.774 -3.119 -1.371
O -1.841 -3.321 0.052
O -2.323 -5.404 -1.726
H -0.320 -4.592 -1.896
H -1.411 -4.158 -3.150
H -2.781 -2.830 -1.671
H -1.064 -2.353 -1.682
H -1.914 -2.464 0.479
H -2.622 -5.168 -0.844
*
```

These are the Löwdin partial charges, in e, on atoms 1 to 6: -0.16, -0.11, 0.07, 0.07, 0.06, 0.08


Record 8
Formula: C4H9N2O2
Source: the Open Molecules 2025 dataset
Level of theory: ωB97M-V/def2-TZVPD

Properties
ΔE to the lowest compared entry with this formula, charge and spin	310.5	kJ/mol

Geometry as ORCA input:
```
! RIJCOSX wB97M-V def2-TZVPD def2/J DEFGRID3
* xyz 1 1
C 1.186 0.595 -0.897
C 1.331 -0.414 -0.144
C 0.631 1.773 0.096
C -2.253 -1.491 -0.411
N 1.432 2.803 0.022
N 1.274 -1.260 0.823
O -0.424 1.671 0.625
O -1.173 -1.278 0.571
H 1.115 0.634 -1.961
H -2.395 -0.705 -1.116
H -3.151 -1.746 0.095
H -1.846 -2.353 -1.187
H 2.213 2.713 -0.581
H 1.356 3.706 0.445
H -1.545 -1.567 1.436
H 0.205 -1.651 0.745
H 2.043 -1.430 1.439
*
```

These are the Löwdin partial charges, in e, on atoms 1 to 6: 0.10, -0.03, -0.52, -0.04, 0.21, 0.22


Record 9
Formula: C4H6N2S2
Source: the Open Molecules 2025 dataset
Level of theory: ωB97M-V/def2-TZVPD

Properties
ΔE to the lowest compared entry with this formula, charge and spin	221.0	kJ/mol

Geometry as ORCA input:
```
! RIJCOSX wB97M-V def2-TZVPD def2/J DEFGRID3
* xyz 0 1
H 0.864 -0.554 3.483
N 0.717 0.225 2.863
C 0.766 -0.228 1.632
N 0.321 0.575 0.556
C 0.499 0.108 -0.814
C 1.408 -0.776 -1.287
S -0.611 0.742 -1.956
C -2.194 0.542 -1.271
S -3.480 1.390 -1.874
H 0.895 -1.228 1.388
H -0.169 1.479 0.595
H 2.084 -1.227 -0.607
H 1.269 -1.020 -2.336
H -2.368 -0.027 -0.372
*
```

These are the Löwdin partial charges, in e, on atoms 1 to 6: 0.02, 0.07, -0.25, 0.01, -0.67, 0.00